(1)
A molecular structure, C33H41AlBClN8O5, computed with wB97M-V/def2-TZVPD.

Geometry (Å):
C -0.410 -4.097 -4.366
H 3.781 -2.745 1.047
C 2.026 -0.932 -2.563
H -3.366 -0.075 -6.577
O 3.190 -1.021 -2.218
O -1.561 -0.675 -0.762
N 1.578 1.641 -0.242
H 1.359 3.686 -3.246
B 2.478 -0.196 1.220
N 2.050 -1.593 0.715
H -1.524 -3.226 -5.988
C -0.781 -5.070 -0.303
H -2.186 2.444 2.892
H 4.123 3.446 -1.234
H -0.703 -4.675 -1.316
H 2.533 -1.510 -4.557
H -0.794 3.504 -1.602
C 2.716 -2.744 0.875
H -0.688 -4.371 1.712
C 2.050 2.759 -0.796
H 4.754 1.063 -0.048
H -2.212 1.957 0.427
C 1.311 0.618 3.406
C -0.718 0.986 2.608
N 0.718 -1.839 0.521
H 2.559 4.834 -2.659
O 1.021 -0.621 -1.816
C -0.304 -5.469 -4.203
H -2.216 -2.764 -0.366
Al 0.127 0.086 -0.418
H -2.232 1.926 -7.498
C -2.017 -3.104 0.649
C 1.263 4.011 -1.100
C 1.815 -3.859 -3.440
C -1.275 2.419 -5.642
N 1.293 0.317 2.107
C 1.657 -1.134 -4.031
H 1.382 -0.167 -4.455
H 1.694 4.753 -0.422
H -1.892 -2.546 -4.405
H -2.852 0.351 0.782
C -2.786 1.372 1.150
C -2.999 0.563 3.509
O -0.673 1.315 -1.723
C -1.725 0.943 -3.821
C -0.233 3.964 -0.793
C 0.676 -3.295 -3.998
H -2.502 -4.154 -4.842
H 2.220 0.514 3.976
H 3.482 -0.294 1.868
N -1.478 0.576 -2.453
C 0.559 -3.160 0.605
H 2.636 -3.243 -3.098
C -0.738 -3.928 0.712
C -2.554 0.168 -4.620
N 0.034 0.527 1.600
H -1.135 -6.108 -4.479
H -0.604 4.981 -0.652
C 1.815 -3.775 0.792
C 0.056 1.044 3.777
H -0.441 2.638 -3.664
H -3.797 1.782 1.191
H 2.781 -5.678 -2.830
H -0.779 3.296 -6.036
C 3.791 1.506 -0.244
C -2.092 1.652 -6.460
C -1.085 2.064 -4.314
H 2.011 -4.829 0.898
H -4.038 0.897 3.503
C -2.166 1.408 2.538
H -0.433 3.398 0.120
Cl 0.926 -7.762 -3.449
C 1.531 4.493 -2.531
H -2.858 -3.717 0.981
C 3.454 2.695 -0.850
C 1.897 -5.238 -3.270
C -2.731 0.531 -5.943
H -0.261 1.374 4.752
H 0.033 -5.782 -0.158
C 0.841 -6.033 -3.661
H -1.955 -2.220 1.289
N -1.973 -0.484 -1.974
H -2.625 0.632 4.531
H 0.867 5.323 -2.781
H -3.045 -0.703 -4.209
H -1.724 -5.616 -0.214
O 0.528 -1.963 -4.240
N 2.666 0.889 0.122
H -2.974 -0.488 3.208
C -1.657 -3.471 -4.930

Calculated values
HOMO level: -8.1 eV
E_LUMO: -0.025 eV
Energy relative to the best compared isomer or geometry (same formula, charge and spin): 10.0 kJ/mol
Net charge: 0
Kohn-Sham gap: 8.071 eV

Atom charges from the Löwdin analysis, given in e for atoms 1 to 4: C -0.19; H 0.13; C -0.54; H 0.11


(2)
A molecular structure, C12H30Cl2HgN2O4 in a non-equilibrium geometry, computed with wB97M-V/def2-TZVPD.

Geometry (Å):
O 1.341 -3.978 0.772
H -0.632 -4.508 1.138
H -0.128 4.662 -1.181
H 2.305 0.874 -3.486
H 0.836 -5.826 0.107
C 1.459 0.197 -3.327
C -2.682 1.383 2.245
Cl -2.381 -0.222 -0.970
C -0.929 3.916 -1.151
Cl 2.078 1.865 0.947
H -3.503 0.664 2.285
H -2.832 2.045 1.398
C -0.843 3.985 1.182
H 1.021 2.561 -2.259
C 0.105 -3.745 1.414
C 2.678 -1.426 -2.230
H -0.240 4.893 1.115
O 1.606 -0.516 -2.140
H 0.207 -3.843 2.502
H 3.595 -0.888 -2.494
H -0.674 0.336 -3.169
H -1.885 4.452 -1.099
H 2.433 -2.222 -2.938
H -1.836 2.421 -2.440
N 0.158 2.016 -2.215
H 2.616 -5.533 0.213
H -0.510 -2.465 -0.144
H -0.992 0.205 3.993
H 1.373 -1.714 1.333
C -1.063 -0.193 2.975
H -0.508 3.346 1.993
H -1.433 -2.256 1.245
Hg -0.121 0.807 -0.020
C 1.646 -5.354 0.669
N 0.475 -1.239 1.234
H -2.656 1.933 3.192
O -1.398 0.811 2.037
H -1.873 -0.928 2.992
O -0.869 3.142 0.038
H 0.475 -1.636 3.331
H 2.923 -1.916 -1.293
C 0.289 -0.792 2.650
H -1.853 4.371 1.373
C 0.173 1.019 -3.284
C -0.916 3.012 -2.371
H 0.000 1.505 -4.255
C -0.391 -2.386 0.942
H 1.714 -5.812 1.664
H 1.408 -0.491 -4.175
H -0.859 3.595 -3.297
H 1.096 -0.126 2.959

Calculated values
HOMO level: -8.4 eV
E_LUMO: 0.782 eV
Energy relative to the best compared isomer or geometry (same formula, charge and spin): 27.3 kJ/mol
Net charge: 0
Kohn-Sham gap: 9.155 eV

Atom charges from the Löwdin analysis, given in e for atoms 1 to 4: O -0.20; H 0.12; H 0.13; H 0.13


(3)
5 unconnected molecules or ions with the total composition C4H16O4 in a non-equilibrium geometry, computed with wB97M-V/def2-TZVPD.

Geometry (Å):
H -1.218 0.185 -1.912
H -0.383 2.205 1.911
H 0.720 -1.714 -0.635
O -0.380 -1.017 2.913
H 0.334 -0.827 3.499
H 2.795 0.385 0.652
C -0.315 -1.452 -0.795
C -1.322 -2.169 0.043
H -0.619 -0.111 2.571
H -1.478 -1.425 0.958
C -0.448 -0.486 -1.669
H 0.745 -0.628 -3.278
C 0.820 -0.100 -2.322
H -2.335 -2.179 -0.393
O -0.418 2.644 -1.972
H -1.740 1.726 2.868
O -0.780 1.646 2.667
H 2.336 1.249 1.908
H -1.217 2.162 -2.073
H 0.961 0.918 -2.556
H 1.758 -0.481 -1.914
H -1.080 -3.187 0.258
H 0.446 2.173 -2.320
O 2.819 0.482 1.591

Calculated values
HOMO level: -9.1 eV
E_LUMO: 0.202 eV
Energy relative to the best compared isomer or geometry (same formula, charge and spin): 266.0 kJ/mol
Net charge: 0
SMILES string: C/C=C/C.O.O.O.O
Kohn-Sham gap: 9.334 eV

Atom charges from the Löwdin analysis, given in e for atoms 1 to 4: H 0.08; H 0.11; H 0.10; O -0.09


(4)
A single C2H4N2S3 molecule in a non-equilibrium geometry, computed with wB97M-V/def2-TZVPD.

Geometry (Å):
S 3.661 -0.648 -0.134
H 1.265 -1.331 -0.686
N -1.152 -0.320 -0.577
C -0.652 0.821 0.018
C 2.054 -0.562 -0.193
S -1.229 -1.952 0.239
S 1.191 0.753 0.688
H -2.270 -0.199 -0.802
H -0.428 2.811 -0.047
N -1.145 2.046 -0.272
H -1.295 -1.420 1.765

Calculated values
HOMO level: -9.0 eV
E_LUMO: -0.526 eV
Energy relative to the best compared isomer or geometry (same formula, charge and spin): 303.3 kJ/mol
Net charge: 0
SMILES string: [H]/N=C(/NS)SC=S
Kohn-Sham gap: 8.470 eV

Atom charges from the Löwdin analysis, given in e for atoms 1 to 4: S 0.60; H 0.03; N -0.43; C -0.72


(5)
A molecular structure, C21H57B2F8O8V2 in a non-equilibrium geometry, computed with wB97M-V/def2-TZVPD.

Geometry (Å):
C 1.843 -4.540 2.181
B -0.350 -0.067 0.259
H 0.251 3.749 5.463
H -3.553 -1.650 -0.448
H -1.756 3.431 -3.350
H 4.371 0.535 -0.491
H 2.918 -1.744 -0.334
F 1.051 0.906 -2.967
H 1.914 -2.836 -3.094
H 1.712 1.590 1.300
O 2.395 2.159 1.666
H 1.209 4.779 -1.024
C -3.640 -2.720 -0.282
C 4.048 0.462 2.114
H 2.126 -5.250 1.404
H 2.458 2.413 5.536
H 0.976 1.481 6.014
C -0.091 -2.983 2.638
H 0.758 3.919 -3.328
O -2.276 -3.249 -0.459
H -5.397 1.426 0.038
H -4.220 -3.005 -2.316
H 3.325 -0.353 2.004
C 0.964 -3.426 1.654
B 1.166 1.146 -4.386
C -5.179 1.567 -1.022
F 0.238 -1.296 -0.234
F 1.614 2.412 -4.631
H -2.292 -4.116 -0.038
H 2.618 0.896 -0.520
C 3.653 1.629 1.228
C 3.541 -2.307 -1.033
H 2.513 -4.130 -0.643
H -3.900 -4.099 1.337
O 0.270 -3.918 0.441
H -0.319 4.211 -0.494
H -3.494 -2.455 1.862
H 4.377 2.429 1.393
H -0.382 2.019 3.056
C -3.414 3.042 0.005
H -5.977 2.174 -1.446
C -0.618 2.547 3.980
F 1.945 0.189 -4.987
C 3.653 -4.423 -2.380
O -0.959 -1.306 -2.789
H 4.514 -4.744 -1.799
H -4.226 3.637 0.425
H 1.711 1.292 4.432
C -4.063 -3.032 1.136
C 3.607 1.275 -0.250
H -1.710 -1.557 -3.344
H -4.502 -4.441 -1.334
H -2.773 0.653 -0.658
H 3.977 -3.916 -3.295
F 0.308 0.342 1.366
O -2.801 1.233 -1.432
C 1.490 2.025 5.221
H 3.096 -5.295 -2.728
H 5.043 0.093 1.854
H 1.803 3.392 3.103
H -0.730 -3.820 2.931
H 3.802 2.163 -0.850
H -1.096 1.847 4.673
F -0.208 0.864 -0.796
H 0.335 -2.488 3.509
H -0.777 5.509 -4.030
H 0.049 6.185 -2.612
F -1.715 -0.327 0.512
C 2.793 -3.536 -1.509
V -1.035 0.759 -2.833
H -1.604 5.602 -2.446
H -3.823 2.864 -2.099
H -5.132 -2.864 1.247
C -0.652 5.422 -2.951
H 0.903 3.022 -0.972
O 1.598 -3.136 -2.232
C -0.052 4.100 -2.624
V -0.462 -2.825 -1.480
C -4.527 -3.349 -1.324
H -3.087 2.379 0.810
H 1.308 -5.095 2.960
C 0.479 3.991 -1.216
H 4.489 -2.612 -0.601
H 2.736 -4.173 2.687
C -3.824 2.243 -1.207
H 3.694 -1.608 -1.861
C 0.637 3.131 4.649
H -5.183 0.583 -1.493
H -2.596 3.716 -0.254
F -0.217 0.962 -4.835
H -0.768 -2.269 2.159
H 1.559 -2.595 1.289
H -5.575 -3.081 -1.185
O -1.048 3.024 -2.842
H -1.345 3.334 3.774
H 4.077 0.785 3.153
H 0.065 -4.852 0.558
O 1.371 3.949 3.770

Calculated values
HOMO level (alpha / beta): -10.9 / -11.1 eV
Multiplicity: 7
E_LUMO (alpha / beta): -3.267 / -3.302 eV
Net charge: +1
Kohn-Sham gap (alpha / beta): 7.636 / 7.786 eV

Atom charges from the Löwdin analysis, given in e for atoms 1 to 4: C -0.03; B -1.22; H 0.14; H 0.12


Please write out number 2 again, unchanged.
A molecular structure, C12H30Cl2HgN2O4 in a non-equilibrium geometry, computed with wB97M-V/def2-TZVPD.

Geometry (Å):
O 1.341 -3.978 0.772
H -0.632 -4.508 1.138
H -0.128 4.662 -1.181
H 2.305 0.874 -3.486
H 0.836 -5.826 0.107
C 1.459 0.197 -3.327
C -2.682 1.383 2.245
Cl -2.381 -0.222 -0.970
C -0.929 3.916 -1.151
Cl 2.078 1.865 0.947
H -3.503 0.664 2.285
H -2.832 2.045 1.398
C -0.843 3.985 1.182
H 1.021 2.561 -2.259
C 0.105 -3.745 1.414
C 2.678 -1.426 -2.230
H -0.240 4.893 1.115
O 1.606 -0.516 -2.140
H 0.207 -3.843 2.502
H 3.595 -0.888 -2.494
H -0.674 0.336 -3.169
H -1.885 4.452 -1.099
H 2.433 -2.222 -2.938
H -1.836 2.421 -2.440
N 0.158 2.016 -2.215
H 2.616 -5.533 0.213
H -0.510 -2.465 -0.144
H -0.992 0.205 3.993
H 1.373 -1.714 1.333
C -1.063 -0.193 2.975
H -0.508 3.346 1.993
H -1.433 -2.256 1.245
Hg -0.121 0.807 -0.020
C 1.646 -5.354 0.669
N 0.475 -1.239 1.234
H -2.656 1.933 3.192
O -1.398 0.811 2.037
H -1.873 -0.928 2.992
O -0.869 3.142 0.038
H 0.475 -1.636 3.331
H 2.923 -1.916 -1.293
C 0.289 -0.792 2.650
H -1.853 4.371 1.373
C 0.173 1.019 -3.284
C -0.916 3.012 -2.371
H 0.000 1.505 -4.255
C -0.391 -2.386 0.942
H 1.714 -5.812 1.664
H 1.408 -0.491 -4.175
H -0.859 3.595 -3.297
H 1.096 -0.126 2.959

Calculated values
HOMO level: -8.4 eV
E_LUMO: 0.782 eV
Energy relative to the best compared isomer or geometry (same formula, charge and spin): 27.3 kJ/mol
Net charge: 0
Kohn-Sham gap: 9.155 eV

Atom charges from the Löwdin analysis, given in e for atoms 1 to 4: O -0.20; H 0.12; H 0.13; H 0.13


Q: What is the net charge in the second record?
A: 0


Q: Look up the net charge of the third one.
A: 0